C6H10O | wB97M-V/def2-TZVPD

Values from the calculation:
energy relative to the best compared isomer or geometry (same formula, charge and spin) = 45.4 kcal/mol
structure (SMILES) = C#CC(C)(C)OC
HOMO-LUMO gap = 10.672 eV
strongest force on any atom = 0.5 eV/A
E_LUMO = 1.016 eV
total charge = 0
E_HOMO = -9.66 eV

Each line ends with the Löwdin charge.
CARTESIAN COORDINATES (ANGSTROEM)
C 0.79559 -0.85013 -2.17882  0.14
C 0.30156 -0.59778 -1.10871  -0.09
C -0.36251 -0.11657 0.12813  -0.60
C -1.20188 1.11228 -0.27044  -0.02
C -1.24210 -1.20666 0.75128  -0.02
O 0.55683 0.22680 1.16647  -0.15
C 1.86986 0.59274 0.80516  -0.10
H 1.21923 -1.05514 -3.14045  0.03
H -1.58161 1.59436 0.63367  0.09
H -2.05500 0.79998 -0.88466  0.09
H -0.60863 1.83706 -0.84210  0.09
H -2.00520 -1.55633 0.05149  0.09
H -1.74102 -0.79837 1.63649  0.09
H -0.62714 -2.05670 1.06311  0.09
H 1.90308 1.40890 0.06947  0.09
H 2.35388 0.92457 1.72919  0.09
H 2.42507 -0.25901 0.39072  0.09



C5H9N | wB97M-V/def2-TZVPD

Values from the calculation:
energy relative to the best compared isomer or geometry (same formula, charge and spin) = 171.0 kcal/mol
HOMO-LUMO gap = 5.106 eV
strongest force on any atom = 6.5 eV/A
E_LUMO = -1.964 eV
total charge = 0
E_HOMO = -7.07 eV

Each line ends with the Löwdin charge.
CARTESIAN COORDINATES (ANGSTROEM)
C -2.34543 0.00396 0.33862  -0.14
N -0.88673 -0.42300 0.82201  -0.03
C -0.03882 -0.19838 -0.17543  -0.51
C -0.14874 -0.16539 -1.57050  0.09
C 2.09300 -0.03137 1.11015  -0.07
C 1.32566 0.21303 -0.22316  -0.02
H -2.38920 1.18074 0.31041  0.10
H -2.93261 -0.61902 1.05663  0.06
H -2.69188 -0.18768 -0.66219  0.02
H 2.77312 -0.93154 0.98424  0.11
H 0.56689 -0.53568 -2.29952  0.08
H -0.98398 0.21575 -2.09844  0.05
H 2.67612 0.80092 1.44556  0.05
H 1.29999 -0.38550 1.81874  0.07
H 1.68261 1.06316 -0.85711  0.14



C2H5N3O2 | wB97M-V/def2-TZVPD

Values from the calculation:
energy relative to the best compared isomer or geometry (same formula, charge and spin) = 146.6 kcal/mol
structure (SMILES) = [H]/N=C1\ONO[C@@H]1N
HOMO-LUMO gap = 10.056 eV
strongest force on any atom = 5.9 eV/A
E_LUMO = 0.875 eV
total charge = 0
E_HOMO = -9.18 eV

Each line ends with the Löwdin charge.
CARTESIAN COORDINATES (ANGSTROEM)
H -0.72528 -2.80067 -0.16952  0.10
N -0.05839 -1.95818 0.07992  0.11
C -0.59709 -0.82855 0.00328  -0.39
O -1.73509 -0.21930 -0.21878  -0.01
N -1.61413 1.17852 0.12981  -0.01
O -0.27576 1.53801 -0.06204  -0.13
C 0.58011 0.47243 0.46184  -0.23
N 1.82506 0.38362 -0.23572  0.10
H -2.20358 1.72444 -0.68195  0.20
H 0.66357 0.62611 1.49610  0.12
H 2.49635 -0.11793 0.29874  0.08
H 1.64423 0.00151 -1.10167  0.05



C38H40N2O6S2 | wB97M-V/def2-TZVPD

Values from the calculation:
energy relative to the best compared isomer or geometry (same formula, charge and spin) = 88.5 kcal/mol
HOMO-LUMO gap = 5.816 eV
strongest force on any atom = 5.9 eV/A
E_LUMO = -0.434 eV
total charge = 0
E_HOMO = -6.25 eV

Each line ends with the Löwdin charge.
CARTESIAN COORDINATES (ANGSTROEM)
C -4.75531 2.86396 -2.08164  0.00
N -3.50438 2.15410 -2.04055  -0.01
C -2.64775 2.24352 -3.10300  -0.40
O -2.89016 2.77475 -4.18601  0.05
C -1.34522 1.59130 -2.67784  -0.19
C -0.18253 2.57539 -2.79150  -0.09
C -0.37066 3.76203 -1.87848  -0.22
C -1.23396 4.80109 -2.24672  -0.04
C -1.48268 5.85275 -1.36222  -0.09
C -0.82627 5.89473 -0.12796  -0.10
C 0.07738 4.88671 0.21799  -0.08
C 0.31723 3.82912 -0.66257  -0.04
N -1.62032 1.14042 -1.33323  -0.01
C -0.62977 0.55347 -0.63393  -0.08
C -0.70424 0.12636 0.71410  -0.06
C 0.17958 -0.69947 1.42337  -0.16
C 0.01521 -0.73597 2.86305  -0.19
C 1.12071 -0.78226 3.78996  -0.06
C 0.90954 -1.09647 5.12858  -0.07
C -0.38345 -1.13158 5.64734  -0.09
C -1.46525 -0.81140 4.82991  -0.09
C -1.27180 -0.56564 3.47512  -0.02
C -2.94166 1.58053 -0.82615  -0.34
C -2.86600 2.64524 0.29392  -0.09
C -4.14044 2.46817 1.11118  -0.17
C -4.71017 1.06724 0.79147  -0.18
C -3.87478 0.44738 -0.32818  -0.09
H -5.10993 2.86451 -3.11988  0.10
H -5.47457 2.36524 -1.42768  0.09
H -4.64473 3.91179 -1.75449  0.10
H -1.17510 0.72836 -3.34135  0.14
H 0.75409 2.05765 -2.56470  0.10
H -0.16627 2.89943 -3.84451  0.13
H -1.71250 4.76988 -3.23055  0.12
H -2.19145 6.63522 -1.64191  0.10
H -1.01459 6.71870 0.56351  0.10
H 0.59751 4.90951 1.17706  0.11
H 1.02630 3.03946 -0.40037  0.11
H 0.33819 0.49986 -1.13674  0.11
H -1.59655 0.48871 1.28066  0.09
H 0.39586 -1.72346 0.55996  0.17
H 2.09281 -0.42190 3.44110  0.11
H 1.78106 -1.31361 5.72814  0.11
H -0.54226 -1.39013 6.69471  0.10
H -2.47520 -0.78613 5.19878  0.09
H -2.15415 -0.35518 2.86670  0.10
H -1.97092 2.46277 0.89691  0.11
H -2.75662 3.63768 -0.16297  0.11
H -3.92861 2.57316 2.18231  0.11
H -4.86969 3.24705 0.84806  0.10
H -4.66819 0.42328 1.67912  0.10
H -5.76414 1.15149 0.49584  0.10
H -4.49062 0.09091 -1.16492  0.12
H -3.25750 -0.38296 0.02714  0.11
C 3.97876 -0.78194 1.11618  -0.01
O 2.52704 -0.41553 1.16333  -0.12
C 1.71536 -1.47769 0.99091  -0.46
S 2.01820 -2.43485 -0.69122  0.77
C 2.26886 -1.47076 -2.18374  -0.26
C 1.16018 -1.18289 -2.98024  -0.08
C 1.30570 -0.38434 -4.11571  -0.08
C 2.57744 0.04138 -4.51952  -0.06
C 3.69748 -0.32762 -3.76808  -0.06
C 3.55147 -1.12532 -2.62329  -0.05
O 3.24596 -3.20657 -0.53935  -0.32
O 0.75079 -3.15250 -0.81091  -0.30
S 1.91781 -2.99922 2.07734  0.81
C 2.59938 -4.59384 1.57048  -0.29
C 1.72685 -5.58331 1.12198  -0.05
C 2.22143 -6.84225 0.77103  -0.06
C 3.58638 -7.12077 0.88737  -0.07
C 4.45738 -6.13874 1.37675  -0.06
C 3.95805 -4.88306 1.73719  -0.06
O 2.77753 -2.56317 3.15842  -0.32
O 0.47684 -3.24583 2.27535  -0.30
H 4.27423 -1.37567 0.23833  0.06
H 4.51530 0.17285 1.10459  0.10
H 4.20547 -1.35681 2.01813  0.08
H 0.18614 -1.60152 -2.71535  0.12
H 0.41971 -0.09423 -4.68423  0.11
H 2.67729 0.65777 -5.41673  0.11
H 4.69270 0.00595 -4.08214  0.11
H 4.41811 -1.49552 -2.08034  0.11
H 0.66151 -5.36863 1.06938  0.12
H 1.52446 -7.61327 0.42932  0.11
H 3.95941 -8.11302 0.61781  0.11
H 5.52839 -6.34438 1.49302  0.11
H 4.62334 -4.12145 2.13796  0.12